# C2H6O3S

An isolated molecule of C2H6O3S at a distorted geometry (the ωB97M-V functional and the def2-TZVPD basis, the Open Molecules 2025 dataset).

Output
- SMILES = OC(O)[C@@H](O)S
- HOMO (eV) = -9.62
- DFT total energy (hartree) = -703.6679
- ΔE to the lowest compared entry with this formula, charge and spin (eV) = 1.225
- gap between HOMO and LUMO (eV) = 10.26
- E_LUMO (eV) = 0.6

Geometry as XYZ:
```
12
Properties=species:S:1:pos:R:3:forces:R:3
S -2.07905 0.33894 -0.72447 1.69 0.15 -0.27
O -0.72481 0.05154 1.55422 0.34 -3.63 1.06
O 1.27754 -0.90701 -1.14773 1.70 2.38 -1.54
O 1.63317 0.81184 0.45583 -0.25 -0.13 0.59
C 0.72570 0.21282 -0.39901 -0.35 -2.03 0.03
C -0.61526 -0.32053 0.23451 1.38 -0.46 -0.73
H -2.87748 -0.56659 -0.25516 -0.91 -0.83 0.44
H 1.87891 -0.43499 -1.87616 -1.84 -1.82 2.39
H 1.58042 0.45949 1.36971 -0.17 -0.04 -0.84
H 0.42370 0.87537 -1.13250 -0.11 2.08 -1.33
H -0.42353 -1.46044 0.13812 -1.19 1.74 0.52
H -0.79932 0.93957 1.78263 -0.29 2.58 -0.30
```
Positions in Å, forces in eV/Å.

=====

# C2H4N4OS

An isolated molecule of C2H4N4OS at a distorted geometry (the ωB97M-V functional and the def2-TZVPD basis, the Open Molecules 2025 dataset).

Output
- SMILES = ONC1=NSC=NN1
- HOMO (eV) = -8.22
- DFT total energy (hartree) = -770.9559
- ΔE to the lowest compared entry with this formula, charge and spin (eV) = 2.236
- gap between HOMO and LUMO (eV) = 8.83
- E_LUMO (eV) = 0.6

Geometry as XYZ:
```
12
Properties=species:S:1:pos:R:3:forces:R:3
S -0.85603 1.28195 -1.91140 0.34 0.01 0.86
O 0.56940 -0.32353 2.44768 -0.32 -0.77 0.41
N -0.28641 -0.78607 -0.03278 0.21 -0.05 1.13
N 0.00837 1.51026 -0.40921 0.55 -0.09 -0.74
N 0.98699 0.53045 1.44672 0.33 1.17 -0.67
N -0.21777 -1.25610 -1.32143 -0.21 0.08 -1.03
C 0.26738 0.45193 0.25434 -1.37 0.35 0.15
C -0.48995 -0.39573 -2.21927 -0.09 -0.28 1.04
H 0.99684 1.49522 1.78045 0.11 -0.28 -0.10
H -0.03975 -1.49894 0.63203 0.30 -0.21 -0.08
H -0.39232 -0.23410 2.53508 -0.02 0.13 0.16
H -0.54677 -0.77534 -3.20222 0.17 -0.07 -1.14
```
Positions in Å, forces in eV/Å.

=====

# C3H14O3S

A cluster of 4 separate species, C3H14O3S in total at a distorted geometry (the ωB97M-V functional and the def2-TZVPD basis, the Open Molecules 2025 dataset).

Output
- SMILES = CCCS.O.O.O
- HOMO (eV) = -9.21
- DFT total energy (hartree) = -746.5830
- ΔE to the lowest compared entry with this formula, charge and spin (eV) = 0.676
- gap between HOMO and LUMO (eV) = 9.69
- E_LUMO (eV) = 0.5

Geometry as XYZ:
```
21
Properties=species:S:1:pos:R:3:forces:R:3
S -2.01281 -0.33921 -2.08507 1.19 0.52 1.01
O 1.53051 2.32170 0.97851 0.39 0.40 0.25
O 2.42312 -0.22402 -0.26236 0.75 -0.56 0.09
O 0.76677 1.73798 -1.97076 -0.11 -0.72 -0.04
C -0.88743 -0.85000 -0.64336 -1.20 -0.95 -0.79
C -1.79644 -1.39847 0.49478 1.01 0.71 -0.66
C -1.03740 -1.13552 1.77279 2.35 0.03 0.27
H 2.24016 2.99700 1.03313 -0.86 -0.65 -0.36
H 3.30932 -0.65107 -0.24159 -1.03 0.49 0.17
H -1.54178 -1.41377 2.68827 -0.18 0.37 0.21
H 2.15817 -0.05102 0.65783 0.34 0.14 -0.45
H -0.03748 -1.61518 1.81074 -0.61 -0.85 -0.18
H -0.32607 0.00631 -0.28241 -0.12 0.18 -0.26
H -2.09330 -2.45267 0.28931 0.11 0.82 0.36
H 1.10737 2.37640 0.10494 0.35 0.18 0.06
H -0.56220 -0.11740 1.76070 -1.52 -0.19 0.40
H -0.15724 -1.57239 -1.04303 -0.38 0.17 0.26
H 0.15208 1.03761 -2.25314 -0.37 0.55 -0.12
H -2.10635 0.89662 -1.53146 -0.34 -0.31 -0.46
H 1.52318 1.16772 -1.79021 0.56 0.20 0.31
H -2.65217 -0.72062 0.51237 -0.33 -0.51 -0.08
```
Positions in Å, forces in eV/Å.

=====

# C4H2OYb

A structure of composition C4H2OYb at a distorted geometry (the ωB97M-V functional and the def2-TZVPD basis, the Open Molecules 2025 dataset).

Output
- 2S+1 = 2
- HOMO (spin up / spin down) (eV) = -11.53 / -11.94
- DFT total energy (hartree) = -1387.0924
- <S²> = 0.7560
- ΔE to the lowest compared entry with this formula, charge and spin (eV) = 1.138
- gap between HOMO and LUMO (spin up / spin down) (eV) = 5.54 / 5.49
- E_LUMO (spin up / spin down) (eV) = -6.0 / -6.5
- total charge = +1

Geometry as XYZ:
```
8
Properties=species:S:1:pos:R:3:forces:R:3
Yb -1.73457 0.38325 -2.37116 0.66 0.09 1.17
O 0.19408 2.26872 -0.09010 -1.17 -0.95 -0.13
C -0.59868 1.36772 -0.14390 1.08 0.80 -0.36
C 0.42070 -0.69310 0.79619 1.29 -0.30 -2.17
C 1.51227 -1.22247 0.68542 -0.22 0.16 1.16
C -0.64016 -0.01573 0.08255 -1.38 -0.20 0.36
H 2.49273 -1.65125 0.80105 -0.39 0.06 0.02
H -1.64635 -0.43714 0.23995 0.13 0.32 -0.04
```
Positions in Å, forces in eV/Å.

=====

# C9H39BrFO10PSi

A cluster of 10 separate species, C9H39BrFO10PSi in total at a distorted geometry (the ωB97M-V functional and the def2-TZVPD basis, the Open Molecules 2025 dataset).

Output
- SMILES = OP(Br)[SiH2]F.CO.CO.CO.CO.CO.CO.CO.CO.CO
- HOMO (eV) = -9.10
- DFT total energy (hartree) = -4423.3152
- gap between HOMO and LUMO (eV) = 8.88
- E_LUMO (eV) = -0.2

Geometry as XYZ:
```
62
Properties=species:S:1:pos:R:3:forces:R:3
Br 2.83047 1.09353 -0.37221 -0.52 -0.15 0.24
P 1.50773 -0.34164 -1.50425 1.71 -1.15 -0.92
Si -0.60112 -0.11268 -0.81508 -0.98 0.73 1.62
F -0.83324 1.07520 0.33663 0.23 -1.05 -1.16
O -1.77812 4.02193 6.74138 -0.15 0.20 -0.03
O 1.97574 -1.16323 3.35833 0.23 -0.09 -0.28
O -3.93983 -2.30979 -3.93002 0.26 0.17 -0.12
O -0.45096 3.84854 -0.60668 0.05 0.17 -0.23
O 1.40314 -3.14802 -4.24001 0.07 -0.03 -0.18
O -1.15323 -4.36672 -1.79564 0.05 0.25 -0.25
O 4.52339 3.17106 -2.80799 0.20 0.22 -0.16
O 1.94205 -1.86786 -0.88632 -0.69 1.79 -0.64
O -1.86071 5.28266 3.09713 0.25 -0.02 -0.01
O -1.12642 -6.39602 0.39904 0.43 -0.19 -0.15
C 2.74468 -2.75644 -4.50804 -0.13 0.07 0.30
C -2.95710 4.77749 7.00708 0.14 -0.27 0.12
C 3.05397 -0.22948 3.31448 -0.26 -0.01 0.18
C -1.59065 -4.72806 -3.10508 0.26 -0.15 0.22
C -1.50824 4.63392 -0.05675 0.25 -0.35 0.08
C -3.62578 -2.12091 -5.30819 -0.22 -0.08 0.15
C -0.86777 4.63646 3.89618 -0.20 0.10 -0.11
C 5.25142 4.30378 -2.34848 -0.19 -0.28 0.10
C -0.10368 -7.02673 1.16841 -0.26 0.09 0.08
H 2.91654 -1.74702 -4.12369 0.20 -0.01 -0.07
H -0.38827 3.04158 -0.08948 -0.03 -0.02 0.05
H 3.44535 -3.45390 -4.04077 0.12 0.08 -0.07
H 0.23388 -6.36643 1.97130 0.09 -0.08 0.01
H 6.13946 3.99097 -1.79129 0.04 0.14 0.01
H 4.25153 2.66998 -2.03642 -0.14 -0.14 0.02
H 5.56438 4.87954 -3.21629 -0.03 -0.04 -0.03
H 1.30318 -3.12953 -3.28468 -0.19 -0.07 0.14
H 1.44995 -1.95581 -0.07208 -0.01 -0.63 0.73
H 3.73742 -0.53848 2.52761 -0.06 -0.05 -0.01
H -2.60856 -1.74228 -5.37447 0.00 -0.01 0.07
H 1.37863 -0.88245 4.05122 -0.17 0.02 0.12
H -1.29201 4.88783 0.98073 -0.20 0.09 -0.10
H 0.01317 4.47466 3.27656 -0.07 0.07 -0.09
H -0.73844 -5.04878 -3.71099 -0.11 -0.01 -0.12
H -1.85774 -6.21218 0.98774 -0.22 0.14 0.01
H -1.03660 -1.39532 -0.21966 0.14 0.06 0.08
H -2.32942 -5.53397 -3.04847 -0.01 0.02 -0.12
H -2.62871 5.41803 3.65137 -0.19 0.04 0.07
H 4.62184 4.93345 -1.71336 0.10 0.09 0.01
H -0.46854 -7.96430 1.59542 0.12 -0.02 0.02
H -1.74009 3.31437 7.38540 0.07 -0.15 0.11
H 2.90870 -2.75604 -5.58320 -0.13 -0.05 -0.01
H -0.59762 5.26306 4.74719 0.10 -0.13 0.05
H -1.23710 3.67568 4.25359 0.13 -0.01 0.09
H -2.04816 -3.85711 -3.56488 -0.02 0.02 0.09
H -4.30616 -1.39510 -5.76147 0.08 -0.01 -0.10
H -3.84693 4.15028 6.90686 -0.07 0.11 0.01
H -1.59466 5.54822 -0.64103 0.06 -0.06 -0.05
H -2.45240 4.08264 -0.11027 -0.08 0.14 0.06
H 0.73430 -7.24014 0.50939 -0.05 0.03 -0.05
H -4.83529 -2.64386 -3.88288 -0.18 -0.08 0.09
H -3.68784 -3.06894 -5.84970 0.06 0.06 -0.10
H 3.58832 -0.21729 4.26838 0.08 0.07 -0.06
H -1.42013 0.12369 -2.01462 0.11 0.31 0.06
H -2.92195 5.20499 8.01208 -0.11 0.08 -0.04
H 2.67867 0.77174 3.08756 0.15 0.03 -0.02
H -3.01083 5.58749 6.28211 0.07 -0.01 0.00
H -0.75364 -5.14625 -1.39872 -0.16 -0.04 0.27
```
Positions in Å, forces in eV/Å.

=====

# C6H9N3

An isolated molecule of C6H9N3 at a distorted geometry (the ωB97M-V functional and the def2-TZVPD basis, the Open Molecules 2025 dataset).

Output
- SMILES = C#C[C@@H]1[C@H](N)[C@@H]1NN=C
- HOMO (eV) = -8.47
- DFT total energy (hartree) = -398.1275
- ΔE to the lowest compared entry with this formula, charge and spin (eV) = 4.027
- gap between HOMO and LUMO (eV) = 9.48
- E_LUMO (eV) = 1.0

Geometry as XYZ:
```
18
Properties=species:S:1:pos:R:3:forces:R:3
N -0.88552 -0.44137 -0.26507 0.09 -1.83 0.42
N -2.14929 0.06334 -0.18110 -1.68 -0.84 0.88
N 0.79252 1.37535 1.28969 0.47 -1.32 -1.35
C 0.80728 1.36075 -0.16980 0.35 0.99 1.45
C -3.02096 -0.73668 0.32653 1.19 -0.20 -0.45
C 1.43131 0.18713 -0.95791 0.82 0.86 1.61
C -0.02547 0.43583 -0.92562 -1.04 -0.11 -2.75
C 2.55600 -1.68268 0.49727 -0.34 0.31 -0.12
C 2.09710 -0.81375 -0.19380 -0.06 -0.68 0.07
H -2.70391 -1.74315 0.63918 -0.14 0.17 -0.05
H 1.00432 2.33475 -0.55884 0.06 0.38 -0.45
H 2.86327 -2.43734 1.17131 0.28 -0.15 0.05
H -4.06752 -0.51076 0.44790 0.03 0.57 -0.15
H 1.89641 0.62435 -1.79821 0.68 -0.32 -1.00
H 0.24924 0.54944 1.50132 -0.11 -0.05 0.82
H -0.80735 -1.45372 -0.54503 -0.15 1.46 0.46
H -0.37529 0.70517 -1.93998 -0.04 0.33 0.64
H 0.33787 2.18335 1.66215 -0.41 0.43 -0.07
```
Positions in Å, forces in eV/Å.